# 1
C29H48Br8O13S3 | ωB97M-V with the def2-TZVPD basis set

XYZ file:
```
101
Properties=species:S:1:pos:R:3:mulliken_charge:R:1
H -3.82085 -20.16479 27.18851 -0.46
Br -11.75490 -18.88095 29.67376 -0.10
C -7.80538 -25.69949 26.74724 0.10
H -10.09827 -16.99666 27.86481 0.49
O -11.19257 -22.75457 23.57307 -0.36
O -9.18527 -24.18552 29.86646 -0.43
H -14.25946 -22.53132 30.87639 0.48
H -10.00838 -21.93689 25.62439 0.94
H -2.59972 -20.25193 25.66428 0.42
H -11.02009 -21.16138 32.53939 0.33
H -9.68984 -26.67898 26.30359 0.50
H -9.92400 -23.76316 24.20804 -0.56
S -11.76976 -23.46855 24.95261 1.14
C -3.41634 -20.62080 26.28489 -0.26
H -9.90824 -23.55585 26.56538 0.46
C -13.36787 -24.49936 30.61951 -0.34
H -10.33635 -20.91893 23.27674 -0.29
H -8.57614 -19.79457 31.66397 0.24
H -9.23600 -21.56373 32.83883 0.33
C -8.92148 -20.24155 28.11535 0.49
C -7.91941 -21.58408 26.18524 -0.32
Br -8.07381 -24.97417 28.58499 -0.27
C -10.03264 -21.36075 32.12311 -0.12
O -13.02801 -22.81930 25.31407 -0.75
H -10.53367 -24.48780 33.10541 0.45
H -8.40773 -27.09243 25.23421 0.41
C -13.49514 -23.03586 30.30397 -0.69
O -8.25105 -23.76704 32.27146 -0.72
H -6.76006 -26.00520 26.70312 0.70
O -11.56074 -24.90623 24.94074 -0.59
O -6.03443 -20.41074 25.85204 -0.58
O -8.13654 -23.94695 26.12785 0.56
C -9.21099 -21.55769 28.77696 1.16
H -11.56718 -20.88391 21.29309 0.30
H -5.59678 -24.12271 24.20288 0.43
H -6.50762 -23.09023 25.22000 0.52
H -9.97826 -18.81611 27.53819 0.04
Br -9.03612 -26.09704 24.26649 0.03
H -7.31050 -21.86444 23.36339 0.80
H -9.53220 -21.62971 29.80557 -0.48
H -12.67071 -20.21141 22.41397 0.42
H -6.84777 -18.42464 29.12699 0.50
H -5.74047 -21.71088 22.75296 0.75
C -8.35446 -22.90791 26.73063 1.89
H -7.94522 -19.43735 26.33889 0.48
H -9.22993 -23.65317 28.71510 1.04
C -6.12142 -17.58590 27.18342 -0.78
C -12.69776 -22.42516 29.41415 -0.92
Br -7.82903 -17.13817 26.16519 -0.04
H -11.81054 -20.86705 24.26919 0.20
H -11.33323 -25.08072 27.84787 0.21
Br -4.45743 -18.85436 28.92559 -0.19
C -10.46009 -17.86455 27.31350 -0.25
H -12.47440 -17.07576 27.95044 0.48
H -11.58046 -24.33036 31.64819 -0.14
Br -8.48946 -21.64630 22.66671 -0.20
C -8.88582 -24.09352 24.17444 0.12
H -8.96465 -23.98518 22.04668 0.83
H -12.53799 -18.71824 27.25004 0.37
H -10.95106 -22.27000 27.05596 -0.84
Br -7.96647 -28.36652 27.37196 -0.26
C -11.66162 -23.07278 28.63113 1.30
S -9.29655 -23.74316 31.25055 0.99
H -3.06228 -21.62320 26.52556 0.38
O -9.28860 -19.11718 28.47744 -0.83
H -6.56610 -19.57097 27.89468 -0.15
O -4.61541 -19.96179 23.87135 -0.71
O -10.72352 -22.55245 27.99873 0.47
H -7.34302 -23.94140 22.49083 0.66
C -5.81228 -23.06915 24.38086 -1.05
C -8.19508 -20.36436 26.83350 -0.33
H -10.27762 -25.73567 31.79113 0.51
O -4.64922 -22.35820 24.67591 -0.58
H -8.25082 -23.73253 24.98349 -0.65
C -8.91043 -22.75648 28.20493 -0.98
H -6.05383 -16.75473 27.88533 0.55
H -12.60068 -26.18811 29.49910 0.44
C -11.94038 -18.01892 27.83477 -0.69
C -12.14163 -21.13632 22.18437 -1.45
S -4.81512 -20.75707 25.11186 1.23
C -12.54391 -25.11833 29.63604 -0.54
H -12.93469 -21.87652 22.29057 0.35
H -12.93838 -21.37882 29.29717 0.50
O -10.13310 -22.24550 31.09176 -0.25
C -10.66025 -24.74972 32.05495 -0.78
H -5.37437 -17.86694 26.44110 0.43
C -6.39919 -22.44445 23.21778 -1.37
Br -10.49456 -17.43529 25.29788 -0.30
C -8.61628 -26.86605 26.27986 -0.82
H -8.05456 -24.96569 25.98073 -0.29
O -13.87941 -25.06857 31.56370 -0.64
C -11.33203 -21.34124 23.41229 0.61
H -9.93182 -19.70510 30.58432 -0.69
C -8.31503 -23.57297 22.81880 -1.25
C -9.65151 -19.96271 31.60567 -0.62
C -6.24573 -18.58547 28.23268 -0.02
C -10.50826 -22.73403 26.17465 -0.27
H -10.09301 -19.17655 32.21814 0.46
H -7.15650 -21.56026 25.42117 -1.38
C -11.74927 -24.55750 28.69613 -0.05
H -6.70799 -23.15170 22.44802 0.14
```

Computed properties:
E_LUMO (eV): -2.365
HOMO-LUMO gap (hartree): 0.1968
F_max (eV/A): 13.869
HOMO energy (eV): -7.7215
DFT total energy (eV): -650263.01797


# 2
C69H78N4O8SSr | ωB97M-V with the def2-TZVPD basis set

XYZ file:
```
161
Properties=species:S:1:pos:R:3:mulliken_charge:R:1
H 3.61094 -3.94817 -0.27549 0.56
H -6.14507 4.40357 1.77278 0.47
C 0.70237 -4.24195 0.31355 -1.59
H -0.48782 -1.51260 -1.60135 -0.31
N 2.38933 2.67080 1.39290 1.69
H 1.12788 -2.28342 7.18884 0.40
C 1.28613 0.88271 -2.37823 -0.62
H -4.76813 -5.24002 2.14325 0.38
C 1.54368 0.00093 -3.45462 0.72
C -0.62002 -3.63311 0.72666 0.57
C 1.88002 -2.40335 -2.85677 0.77
C 2.53263 -0.89466 8.01826 -0.39
O 3.36656 -0.45894 2.75721 0.00
H 0.82198 -0.97530 5.07363 0.35
C -1.23834 2.32883 -0.42757 0.46
H -2.02371 -4.43850 -5.93516 0.54
H -1.65460 2.54760 -7.56160 0.48
C 2.75120 4.84212 0.95870 -1.25
H -2.94407 5.94740 0.75059 0.28
H -2.11094 -1.21632 -0.92909 0.11
H 2.67410 -1.46211 8.92957 0.36
C 2.56273 -1.11096 -3.27713 -0.85
N 0.74487 0.77766 3.37763 0.46
H 2.94752 3.99658 4.57650 0.48
O 0.48169 -1.75981 1.61566 -1.08
C -4.00086 4.19441 1.51261 1.81
Sr 2.04261 -0.10991 0.79586 0.99
H 0.46027 6.09098 2.54016 0.29
H -3.62210 -6.43384 0.19052 0.38
H -1.73044 -5.24503 -0.08993 0.47
C -3.69921 4.57499 2.96463 -1.65
H 0.34429 2.92233 1.91749 0.89
C -3.01627 3.11797 1.04791 0.22
C -1.91691 -1.76825 1.56855 0.07
H -1.40670 3.22485 -5.94778 0.29
H -6.21146 -5.05821 1.12707 0.49
C -0.73588 4.01165 5.70906 -0.56
C 2.18145 0.53911 5.69275 0.51
H 0.55505 6.46798 0.79954 0.35
C -0.18345 2.84683 5.20054 -0.35
C 7.31222 1.04583 0.58554 0.11
H -4.49142 -3.31237 -1.70206 0.18
H -4.09934 5.26229 -0.39273 0.40
C 1.91951 4.01178 4.91737 -0.01
H -1.69295 -6.64427 -4.86633 0.45
H -1.90472 -5.87944 -3.29092 0.14
H -0.68248 -0.94469 -6.79932 0.08
H 1.07128 -4.57655 -6.13997 0.28
H -5.68317 3.38894 0.39320 0.41
N 1.43969 4.66396 1.34335 0.61
C 3.24686 0.28280 7.81882 -0.82
C 0.32084 -4.59916 -2.13899 -0.24
C -0.13012 2.72406 -1.39893 -0.39
H -0.75922 1.94075 5.06815 0.29
C -0.63117 -2.35724 1.34695 -0.38
C -5.43171 3.65139 1.42270 -1.90
H -4.01413 -1.94930 1.38693 0.39
H -0.93559 -3.08570 -5.59021 -0.07
C -2.10875 3.32717 0.01830 -0.04
C 0.39042 -4.23540 -3.47540 -0.03
H -5.55837 2.75607 2.03125 0.31
H -5.09181 -6.17901 -0.75728 0.48
C -0.40608 -4.94363 -4.57184 2.38
H -2.05025 4.29061 -0.47514 0.62
O 2.56924 -2.18357 -0.58450 1.04
C 0.79743 0.08640 -4.62534 -0.58
H -1.43334 -0.12255 -2.19615 0.07
C 0.53495 -5.41116 -5.68740 -1.92
H 1.94981 6.07838 5.48819 0.41
C 1.82473 -2.85357 -1.53388 -0.32
C 6.70812 0.39777 1.65758 -0.95
H -0.31189 -5.42179 -1.83263 0.32
H -3.63094 1.70191 2.54663 0.43
H 1.04122 -0.60476 -5.42456 0.51
H 0.78389 2.85006 -0.80954 -0.63
H -3.18227 0.77779 -6.61031 0.50
C -0.23650 0.99998 -4.80071 0.11
C 0.02380 5.17322 5.82060 -0.49
H -1.24453 0.18994 -8.02754 0.47
H -0.38884 3.71553 -1.78690 0.79
H 3.94733 0.63131 8.56708 0.38
H -1.77500 4.01839 6.01265 0.42
H -0.01491 2.75810 -6.91910 0.40
O -0.58256 0.04443 -0.30779 2.21
H -2.67121 4.92426 3.07239 0.21
C 1.28345 3.34717 1.59167 -1.87
C 8.78143 1.51691 0.64032 0.42
C -1.80581 -4.27257 0.38457 -0.65
H -4.37255 5.37002 3.30088 0.52
H -2.10186 -3.59626 -4.37536 0.17
C -5.10612 -3.48539 -0.81625 -1.57
H 3.07333 -1.28699 -4.22866 0.93
C -4.13206 -5.73610 -0.47676 -1.91
C 5.21830 0.84925 -0.56176 -0.85
H 3.63089 -2.78473 1.08151 0.05
H -3.82453 3.72283 3.63343 0.32
H 4.57291 1.00942 -1.41976 0.54
C -3.06431 -2.44990 1.20437 -0.53
C -2.04591 -0.39460 2.17670 -0.56
H -0.55356 5.21530 1.37455 0.13
H 0.64450 -5.33112 0.40694 0.82
H 4.60775 -2.46499 -0.37144 0.12
C -1.42740 -3.95657 -5.15470 -1.11
H 0.41751 0.28008 -7.43314 0.38
C -1.34910 1.07121 0.16856 -0.92
C 0.42203 5.67192 1.53237 -0.71
C 3.31760 3.60267 0.98517 -0.62
H 3.64953 1.90298 6.46976 0.43
C 1.47982 -0.63636 5.86337 -0.20
H -0.03309 -5.91192 -6.47688 0.47
S 1.98355 1.45616 4.16109 0.46
C 1.16758 -3.12839 -3.80253 -0.76
H -2.92674 -0.38133 2.82848 0.76
O 5.31571 -1.08558 3.68281 -0.85
C -2.54580 0.72924 -5.72066 -1.64
H -1.18703 -0.20753 2.82391 -0.93
H -2.94656 1.42201 -4.97898 0.31
H -5.48152 -3.64798 1.90746 0.29
H -2.61497 -0.27705 -5.30193 0.21
C 5.36896 0.03964 1.58122 0.42
C -1.16373 -6.15887 -4.04225 -2.01
H 3.30483 -0.81967 -2.53687 -0.46
H -5.33526 -2.51175 -0.38105 0.33
C -4.36554 -4.38063 0.18685 2.42
C -5.26135 -4.59519 1.41300 -1.88
H 3.13563 5.81115 0.69275 0.46
C 1.00543 -3.90734 -1.13908 0.39
H 1.20516 -2.78753 -4.83128 0.25
H 1.27915 -6.11220 -5.30363 0.40
C -2.15630 0.83995 1.28800 0.82
C -3.05757 -3.71071 0.60313 -0.14
O 1.95796 0.79049 -1.28113 -0.81
N 4.63128 0.25929 0.48269 1.20
C -0.61649 0.09097 -7.13779 -1.85
H -6.04747 -3.94620 -1.13298 0.50
C -1.20911 -0.74553 -1.32746 -0.29
C 1.15105 2.86197 4.82494 -0.09
C 1.66142 -1.35240 7.04227 -0.75
H 7.27936 0.18330 2.54888 0.64
H -0.42897 6.07679 6.21065 0.36
C 3.67577 -2.89365 -0.00263 -1.15
H 1.48599 -3.88025 0.97538 0.29
H 6.97929 1.78800 -1.38551 0.48
C -2.98872 1.87910 1.68897 -0.82
H -4.67221 6.17543 1.00807 0.45
C 6.53619 1.26989 -0.54547 -1.15
C -0.49704 1.84970 -3.72189 -0.76
H -3.52979 -5.64358 -1.38309 0.06
C -1.08988 1.07006 -6.06555 2.28
C 1.35162 5.17851 5.42136 -0.88
C 4.64114 -0.57494 2.79638 -0.38
O 9.46190 1.05250 1.57601 -0.73
H -1.31037 2.57014 -3.79106 0.40
C 0.22159 1.81355 -2.54233 -0.54
H 4.32934 3.32612 0.73624 0.46
O 9.09848 2.36367 -0.22428 -0.74
C -3.91842 5.46227 0.66488 -2.00
H 1.06398 -0.03706 2.85992 -0.68
C 3.07783 0.99973 6.64642 -0.47
H -0.49248 -6.89380 -3.59324 0.40
C -1.03900 2.48348 -6.65845 -1.90
```

Computed properties:
E_LUMO (eV): 3.323
ΔE to the lowest compared entry with this formula, charge and spin (kJ/mol): 30.47
HOMO-LUMO gap (hartree): 0.2246
F_max (eV/A): 1.720
HOMO energy (eV): -2.7882
DFT total energy (eV): -106838.68283
Charge: -2


> Number 2 is which compound?

C69H78N4O8SSr